(A)
{"formula": "C3H7IN", "method": "ωB97M-V/def2-TZVPD", "charge": 1, "e_homo_ev": [-13.1, -13.0], "homo_lumo_gap_ev": [8.16, 8.13], "symbols": ["I", "N", "C", "C", "C", "H", "H", "H", "H", "H", "H", "H"], "xyz": [[-2.31, 0.82, 1.87], [0.59, 0.21, 0.87], [-0.70, 0.95, 0.60], [0.78, -0.68, -0.37], [-0.49, -0.44, -1.23], [-0.43, 0.17, -2.01], [1.79, -0.31, -0.88], [1.23, 0.94, 1.02], [0.93, -1.77, -0.05], [-1.31, -1.19, -1.39], [-0.58, 1.83, -0.04], [0.51, -0.52, 1.61]]}

---

(B)
{"formula": "C3H7IN", "method": "ωB97M-V/def2-TZVPD", "charge": 1, "e_homo_ev": -14.7, "homo_lumo_gap_ev": 8.62, "symbols": ["I", "N", "C", "C", "C", "H", "H", "H", "H", "H", "H", "H"], "xyz": [[-0.69, -3.48, -0.38], [0.20, -0.13, 0.26], [-1.32, -1.57, -0.70], [0.15, 1.23, 0.07], [1.12, -0.73, 0.79], [-1.19, -1.15, -1.68], [-2.31, -1.40, -0.30], [-0.79, 1.88, -0.07], [1.03, 1.77, 0.54], [1.10, -1.78, 0.68], [1.98, -0.31, 1.41], [0.49, 1.35, -1.01]]}

---

Energies relative to the minimum, kJ/mol: (A) 43.9; (B) 0.0

---

(A)
{"formula": "H66O33", "method": "ωB97M-V/def2-TZVPD", "e_homo_ev": -9.8, "homo_lumo_gap_ev": 8.66, "symbols": ["O", "O", "O", "O", "O", "O", "O", "O", "O", "O", "O", "O", "O", "O", "O", "O", "O", "O", "O", "O", "O", "O", "O", "O", "O", "O", "O", "O", "O", "O", "O", "O", "O", "H", "H", "H", "H", "H", "H", "H", "H", "H", "H", "H", "H", "H", "H", "H", "H", "H", "H", "H", "H", "H", "H", "H", "H", "H", "H", "H", "H", "H", "H", "H", "H", "H", "H", "H", "H", "H", "H", "H", "H", "H", "H", "H", "H", "H", "H", "H", "H", "H", "H", "H", "H", "H", "H", "H", "H", "H", "H", "H", "H", "H", "H", "H", "H", "H", "H"], "xyz": [[15.48, 11.78, 9.77], [14.79, 13.13, 12.76], [10.29, 11.64, 6.03], [12.45, 11.11, 8.62], [5.29, 10.65, 12.60], [6.69, 7.24, 13.13], [6.38, 6.96, 9.77], [9.99, 10.89, 10.20], [6.62, 9.71, 10.14], [10.77, 6.20, 13.64], [6.99, 9.92, 6.51], [11.30, 14.06, 6.55], [13.28, 5.90, 9.75], [8.87, 7.18, 11.00], [11.18, 8.49, 5.26], [13.25, 11.99, 5.94], [6.49, 11.98, 8.22], [11.35, 14.98, 11.69], [8.29, 12.37, 11.53], [9.02, 8.27, 6.82], [8.35, 14.20, 7.31], [12.46, 11.37, 13.93], [9.09, 9.39, 14.89], [13.79, 7.72, 12.57], [13.51, 10.37, 11.39], [7.66, 14.60, 9.87], [13.52, 8.67, 8.79], [10.67, 8.24, 8.98], [9.49, 13.18, 14.20], [5.68, 13.34, 11.46], [12.84, 13.41, 10.11], [10.63, 9.05, 12.87], [7.07, 11.40, 14.50], [14.14, 8.60, 12.40], [9.95, 9.15, 13.54], [5.70, 12.42, 8.53], [9.45, 7.53, 10.32], [14.21, 13.00, 12.00], [10.33, 7.00, 13.37], [11.20, 9.81, 12.99], [13.83, 11.72, 5.22], [15.87, 11.77, 8.90], [12.97, 11.32, 7.85], [10.78, 11.30, 9.84], [13.65, 7.88, 9.32], [14.35, 8.79, 8.33], [13.81, 5.11, 9.65], [12.24, 13.89, 6.59], [11.13, 11.42, 5.64], [10.05, 13.93, 14.01], [12.99, 10.86, 14.53], [8.70, 7.49, 7.28], [8.99, 11.78, 11.27], [14.19, 13.28, 13.49], [11.87, 14.85, 12.48], [8.59, 10.17, 15.13], [13.63, 12.81, 6.25], [10.14, 9.95, 10.09], [8.29, 8.89, 6.87], [7.84, 11.96, 14.38], [5.57, 12.57, 12.01], [11.39, 7.61, 9.02], [12.88, 7.88, 12.83], [6.76, 14.82, 10.10], [6.10, 10.73, 13.11], [9.26, 13.91, 7.36], [11.37, 6.47, 14.33], [7.38, 10.27, 10.31], [8.38, 13.13, 10.95], [6.19, 10.11, 9.38], [12.86, 10.31, 10.69], [9.60, 9.18, 15.67], [11.86, 14.58, 10.99], [6.57, 13.27, 11.11], [8.15, 14.53, 8.18], [7.26, 6.93, 10.15], [11.78, 8.00, 5.82], [10.08, 10.88, 6.58], [12.54, 5.63, 10.30], [10.92, 13.22, 6.30], [5.52, 10.09, 11.86], [9.32, 6.40, 11.33], [10.31, 8.33, 5.64], [6.09, 7.86, 9.91], [12.56, 10.16, 8.73], [12.85, 11.22, 13.07], [13.42, 13.91, 9.53], [10.34, 8.17, 8.09], [15.50, 12.71, 10.03], [14.35, 10.41, 10.93], [12.95, 12.50, 9.83], [6.34, 10.08, 5.82], [7.02, 12.68, 7.83], [9.45, 12.69, 13.38], [7.33, 7.39, 12.44], [6.72, 10.49, 7.23], [8.18, 15.33, 10.22], [6.86, 6.35, 13.43], [6.46, 11.94, 15.01]]}

---

(B)
{"formula": "H66O33", "method": "ωB97M-V/def2-TZVPD", "e_homo_ev": -10.4, "homo_lumo_gap_ev": 9.60, "symbols": ["O", "O", "O", "O", "O", "O", "O", "O", "O", "O", "O", "O", "O", "O", "O", "O", "O", "O", "O", "O", "O", "O", "O", "O", "O", "O", "O", "O", "O", "O", "O", "O", "O", "H", "H", "H", "H", "H", "H", "H", "H", "H", "H", "H", "H", "H", "H", "H", "H", "H", "H", "H", "H", "H", "H", "H", "H", "H", "H", "H", "H", "H", "H", "H", "H", "H", "H", "H", "H", "H", "H", "H", "H", "H", "H", "H", "H", "H", "H", "H", "H", "H", "H", "H", "H", "H", "H", "H", "H", "H", "H", "H", "H", "H", "H", "H", "H", "H", "H"], "xyz": [[-2.82, 2.09, 1.02], [3.42, 4.47, -1.19], [4.81, -3.08, -0.69], [-0.25, 0.46, 0.22], [-2.42, -3.55, -3.49], [-0.60, -0.88, 5.11], [-0.40, 2.01, 2.56], [2.35, -0.51, -1.27], [0.14, -3.76, 3.39], [3.00, 2.19, 3.00], [-2.99, 2.82, -2.16], [-0.19, 1.21, -4.81], [-0.42, -1.70, -3.50], [2.35, 2.11, -0.22], [-3.14, -2.60, -1.00], [-3.72, 2.36, -4.70], [-5.31, 2.90, 1.41], [1.60, -1.18, 1.64], [1.87, -4.84, 0.30], [0.28, 1.75, -2.30], [-1.64, -1.45, 2.79], [-0.11, 4.28, -0.98], [-3.11, 0.23, -1.57], [0.77, -2.59, -1.23], [-0.74, -5.83, 1.06], [2.48, -0.36, -3.94], [4.48, -1.03, 0.91], [2.07, -1.94, 5.05], [-1.42, -3.21, 0.85], [2.94, -4.27, 2.57], [-1.93, 3.38, 4.64], [-0.42, 5.26, -3.72], [-2.61, 4.81, -0.14], [-0.35, -3.11, 2.88], [-0.12, 0.65, -0.71], [-4.04, -2.31, -1.18], [-1.24, -0.74, 2.29], [-2.96, -0.71, -1.48], [-3.17, 2.56, -5.46], [-1.51, -2.70, 1.65], [-2.87, -3.06, -1.80], [-0.94, 4.51, -0.58], [-0.11, 1.60, -3.94], [4.30, -0.94, 1.85], [-0.09, -0.12, 5.38], [-1.95, 2.24, 1.40], [-0.34, 1.55, 1.72], [3.54, 2.06, 3.78], [2.43, 1.23, -0.59], [-3.02, 5.60, -0.48], [-1.36, 2.97, 3.98], [1.87, -4.19, -0.40], [-3.27, 2.76, -3.96], [2.34, -1.32, 1.05], [2.12, 0.47, -4.25], [4.67, -2.37, -0.06], [-3.83, 0.29, -2.20], [-4.46, 2.45, 1.39], [0.00, 1.93, -5.41], [-0.20, 4.86, -2.88], [2.66, -5.04, 3.06], [0.03, -1.84, -4.33], [0.23, -0.36, 0.37], [3.60, 2.05, 2.27], [2.59, -0.48, -2.19], [1.02, -4.73, 0.73], [-2.36, -3.91, -4.38], [3.03, 3.65, -0.90], [-1.01, -4.91, 1.11], [1.08, 1.73, -1.77], [1.95, -0.63, 2.34], [-2.69, 1.40, 0.37], [-0.64, -1.44, 5.88], [0.45, 4.01, -0.24], [1.04, -3.66, 3.09], [-2.43, 2.65, 5.01], [-0.93, -6.18, 1.94], [-1.24, -1.39, 3.66], [0.42, 5.59, -4.05], [3.96, 4.75, -0.45], [-3.06, 2.06, -1.59], [2.68, -4.45, 1.66], [-0.77, -0.81, -3.56], [2.68, 2.02, 0.68], [1.24, -1.89, 4.58], [-1.67, -2.95, -3.43], [2.03, -1.40, -1.13], [-2.75, 3.54, -1.58], [-0.25, 2.45, -1.92], [-0.01, -2.91, -0.78], [-3.09, 4.62, 0.66], [0.47, 1.93, 2.94], [2.14, -2.85, 5.34], [5.38, -0.72, 0.81], [0.47, -2.38, -2.11], [4.97, -2.64, -1.52], [-5.46, 3.08, 2.34], [-2.03, -2.80, 0.24], [2.55, -0.90, -4.73]]}

---

Energies relative to the minimum, kJ/mol: (A) 37.3; (B) 0.0

---

(A)
{"formula": "C3H10N4", "method": "ωB97M-V/def2-TZVPD", "charge": 2, "e_homo_ev": [-18.6, -18.9], "homo_lumo_gap_ev": [7.92, 8.37], "symbols": ["N", "N", "N", "N", "C", "C", "C", "H", "H", "H", "H", "H", "H", "H", "H", "H", "H"], "xyz": [[1.46, -0.93, 0.23], [1.48, 0.36, 0.63], [-0.38, 1.25, -0.26], [-2.27, 0.03, 0.62], [-1.10, 0.08, -0.07], [1.08, 1.30, -0.44], [-0.67, -1.18, -0.66], [-1.34, -2.02, -0.27], [-0.28, -1.19, -1.73], [-2.75, 0.78, 0.97], [-0.85, 2.17, -0.11], [1.58, 1.05, -1.44], [2.12, -1.23, -0.56], [1.41, 0.52, 1.58], [1.49, -1.77, 0.90], [-2.66, -0.87, 0.71], [1.48, 2.19, 0.02]]}

---

(B)
{"formula": "C3H10N4", "method": "ωB97M-V/def2-TZVPD", "charge": 2, "smiles": "CC(=[NH2+])NCN=[NH2+]", "e_homo_ev": -19.5, "homo_lumo_gap_ev": 8.47, "symbols": ["N", "N", "N", "N", "C", "C", "C", "H", "H", "H", "H", "H", "H", "H", "H", "H", "H"], "xyz": [[-0.45, 1.06, 0.35], [1.63, -0.01, -0.22], [-2.60, 0.21, -0.36], [2.87, -0.30, -0.39], [-0.96, -1.31, 0.09], [0.99, 1.02, 0.47], [-1.33, 0.04, 0.07], [-1.76, -1.98, 0.33], [3.20, -1.18, -0.66], [1.37, 1.95, 0.27], [1.18, 0.87, 1.58], [0.02, -1.53, 0.66], [-3.05, 0.92, -0.79], [-3.02, -0.74, -0.59], [-0.80, 2.02, 0.25], [3.54, 0.46, -0.19], [-0.82, -1.50, -0.85]]}

---

(C)
{"formula": "C3H10N4", "method": "ωB97M-V/def2-TZVPD", "charge": 2, "smiles": "CC(=[NH2+])/[N+](N)=C/N", "e_homo_ev": -19.1, "homo_lumo_gap_ev": 9.20, "symbols": ["N", "N", "N", "N", "C", "C", "C", "H", "H", "H", "H", "H", "H", "H", "H", "H", "H"], "xyz": [[-0.62, -1.59, -0.35], [-0.36, -0.11, 0.03], [-2.63, 0.57, -0.09], [1.38, 1.35, 0.51], [-1.38, 0.79, -0.20], [1.98, -0.83, -0.10], [0.97, 0.16, 0.18], [-0.07, -2.06, 0.42], [2.67, -0.82, 0.74], [-3.23, -0.19, 0.30], [1.75, -1.87, -0.53], [-1.03, 1.85, -0.53], [2.58, -0.49, -1.04], [2.27, 1.56, 0.72], [-3.37, 1.24, -0.43], [-1.62, -1.63, -0.54], [0.73, 2.06, 0.91]]}

---

Energies relative to the minimum, kJ/mol: (A) 136.2; (B) 75.7; (C) 0.0

---

(A)
{"formula": "C4H5ClO", "method": "ωB97M-V/def2-TZVPD", "smiles": "CC(=O)/C=C\\Cl", "e_homo_ev": -9.9, "homo_lumo_gap_ev": 9.82, "symbols": ["Cl", "O", "C", "C", "C", "C", "H", "H", "H", "H", "H"], "xyz": [[-2.31, 0.26, 0.10], [2.11, -0.37, 0.25], [0.93, -0.02, -0.07], [0.09, -1.20, -0.10], [0.45, 1.43, 0.00], [-1.27, -1.19, 0.01], [-0.29, 1.64, -0.84], [-1.95, -1.99, 0.29], [0.46, -2.14, -0.24], [0.24, 1.66, 1.06], [1.53, 1.91, -0.44]]}

---

(B)
{"formula": "C4H5ClO", "method": "ωB97M-V/def2-TZVPD", "smiles": "ClC1=COCC1", "e_homo_ev": -8.9, "homo_lumo_gap_ev": 9.78, "symbols": ["Cl", "O", "C", "C", "C", "C", "H", "H", "H", "H", "H"], "xyz": [[2.80, -0.35, 0.04], [-1.26, -1.18, 0.07], [0.31, 0.89, 0.02], [1.06, -0.46, -0.19], [0.15, -1.44, 0.03], [-1.22, 0.33, 0.01], [-1.77, 0.81, 0.81], [0.47, 1.82, -0.70], [0.54, -2.41, -0.14], [-1.70, 0.70, -0.94], [0.61, 1.30, 1.00]]}

---

Energies relative to the minimum, kJ/mol: (A) 0.0; (B) 11.4